A gas-phase ion, C7H18NS (charge +1) in a non-equilibrium geometry. Source: OMol25; level of theory: ωB97M-V with the def2-TZVPD basis set.

Positions of all 27 atoms, in Å:
C 0.47 2.50 0.05
C -0.46 1.31 0.26
C -0.08 -0.05 -0.34
C -0.70 -0.20 -1.77
N 1.39 -0.21 -0.45
C 2.30 -0.06 0.75
C -0.61 -1.30 0.56
C -2.10 -1.15 0.73
S 0.00 -2.91 -0.19
H -0.01 3.42 0.22
H 1.48 2.61 0.50
H 0.74 2.57 -1.04
H -1.56 1.52 0.08
H -0.53 1.24 1.37
H -1.35 0.66 -2.00
H 0.12 -0.19 -2.50
H -1.36 -1.02 -1.84
H 1.69 0.48 -1.15
H 1.53 -1.15 -0.83
H 2.11 -0.67 1.55
H 3.33 -0.05 0.38
H 1.98 0.88 1.11
H -0.13 -1.13 1.57
H -2.53 -2.07 0.99
H -2.67 -0.76 -0.18
H -2.10 -0.64 1.61
H -0.97 -3.62 0.56

Summary:
- SMILES = CC[C@@](C)([NH2+]C)[C@@H](C)S
- ΔE to the lowest compared entry with this formula, charge and spin (kJ/mol) = 0.0
- calculated total energy (eV) = -19868.5263
- max |F| (eV/A) = 3.6
- E_HOMO (eV) = -13.09
- Kohn-Sham gap (eV) = 10.1528
- total charge = +1